w | Formula: C5H35NO13
Source: the Open Molecules 2025 dataset
Level of theory: ωB97M-V with the def2-TZVPD basis set

Each line ends with the Mulliken charge.
Element x y z (Å)
O -1.34703 0.07217 -3.03245  -0.562
O -0.89993 -4.90822 0.85795  -0.750
O 0.05792 4.35699 0.61973  -0.738
O 2.58968 0.97999 2.45043  -0.658
O -0.54212 3.88247 -1.95927  -0.598
O 2.09403 0.01551 -0.18413  -0.524
O 1.81770 -2.53020 -1.33535  -0.615
O 1.01806 -1.48796 -4.02983  -0.591
O -3.22429 -1.26768 -0.27050  -0.826
O 1.39186 -1.31911 1.91559  -0.735
O 1.87312 3.64520 2.38566  -0.686
O -2.66305 -3.85270 -0.81639  -0.785
O 1.61389 -3.91958 0.99358  -0.545
N -1.08582 1.34385 0.10110  -0.218
C -0.75531 1.07413 -2.20932  -1.081
C -0.19618 0.63343 -0.84429  0.891
C -0.89081 1.23831 1.60848  -0.175
C -2.37232 1.38655 2.14100  -1.327
C 1.34528 1.03062 -0.71046  -0.839
H -0.81805 4.44500 1.08336  0.340
H 2.57440 3.99614 1.86456  0.357
H -2.33260 -0.73657 -0.18867  0.381
H -0.65506 -0.54143 -3.15655  0.340
H -0.26574 3.80232 -0.99993  0.312
H -0.04472 1.77758 2.06327  0.221
H 1.99693 -3.05783 -0.36255  0.340
H -1.56641 -4.65118 0.28584  0.399
H -1.28583 2.29952 0.03393  0.311
H 2.17049 0.13116 2.06750  0.462
H 1.49117 -0.79212 -3.74215  0.293
H 1.29185 2.05986 -0.12901  0.008
H -2.77601 -2.93306 -0.53476  0.422
H -0.92801 4.71830 -1.91514  0.299
H 0.80526 -4.30295 0.97732  0.357
H -1.21211 -4.54057 1.71522  0.307
H 0.59954 4.13449 1.44363  0.378
H -2.78597 2.36107 2.07942  0.376
H 0.02988 1.57730 -2.84137  0.390
H -1.57584 1.90814 -2.24431  0.312
H -2.18592 -3.84225 -1.64009  0.307
H 1.83407 -2.14066 1.98140  0.302
H -0.17645 -0.44903 -0.71919  0.535
H 1.72946 1.47343 -1.65754  0.365
H 2.27186 -0.56337 -1.01069  0.340
H -2.52306 1.36000 3.22325  0.461
H 2.17347 -4.61641 1.10147  0.307
H 1.31139 -1.11701 0.93731  0.292
H -3.02307 0.64003 1.77479  0.243
H 1.22883 -2.31453 -3.83715  0.244
H 2.07228 -3.35191 -1.86036  0.282
H 2.05731 2.70416 2.30752  0.337
H -0.65321 0.28737 2.02346  0.166
H 2.95846 0.71527 3.23492  0.229
H -3.61330 -0.81404 -1.04020  0.348

Computed properties:
**SMILES**: CCNC(CO)CO.O.O.O.O.O.O.O.O.O.O.O
**2S+1**: 1
**LUMO**: -0.077 eV
**Charge**: 0

x | Formula: C5H35NO13
Source: the Open Molecules 2025 dataset
Level of theory: ωB97M-V with the def2-TZVPD basis set

Each line ends with the Mulliken charge.
Element x y z (Å)
O -2.07369 -2.50704 2.43635  -0.680
O -0.71252 -3.27143 -2.62303  -0.658
O -0.20814 -1.32341 4.13315  -0.779
O 0.93484 2.48595 2.34582  -0.620
O 3.71885 1.24129 -1.02119  -0.665
O -1.10302 3.95042 1.61909  -0.666
O 1.88369 0.39168 1.09502  -0.716
O -0.01113 -0.74025 -3.00713  -0.413
O -1.03638 1.60638 3.91691  -0.660
O 1.39976 -1.88770 2.21182  -0.864
O 0.57472 2.88164 -2.39669  -0.595
O 3.01861 -3.33462 -0.68613  -0.762
O 3.20272 -0.98208 -1.99398  -0.617
N -0.82559 -1.33700 -0.10177  -0.106
C -2.35091 -0.27473 -2.98081  -0.508
C -0.86075 -0.02288 -3.35975  -0.147
C -1.57210 1.09593 -0.80648  -0.187
C -0.57148 0.08193 -0.32324  0.771
C -2.76366 0.59697 -1.71295  -0.883
H 0.62136 -1.54615 3.46456  0.491
H -0.26561 0.47441 0.68393  -0.204
H 3.44918 -2.94701 0.09768  0.352
H 2.07765 -3.29493 -0.38364  0.353
H -1.43812 1.75339 4.78901  0.256
H -0.02735 3.01615 -1.63862  0.394
H -0.72237 -3.71436 -3.40846  0.296
H -1.44897 3.30513 2.25378  0.263
H 1.54717 1.25496 1.59250  0.341
H -0.29611 -2.42906 -2.74421  0.342
H -1.81047 4.29923 1.20687  0.281
H -2.69858 -1.83958 2.60744  0.283
H 3.17183 -1.78815 -1.55636  0.352
H -1.12559 1.93038 -1.39495  -0.164
H -1.38469 -2.21288 3.12983  0.401
H -3.09346 1.54496 -2.14339  0.468
H 0.37858 2.14976 2.97002  0.306
H 0.45660 3.30570 2.20643  0.446
H 0.11036 -1.17144 5.04945  0.246
H -1.03291 -1.90505 -0.91501  0.081
H -1.06532 0.59729 3.67615  0.336
H 1.67914 -0.93227 1.80046  0.499
H -3.56287 0.04506 -1.11393  0.222
H 0.33659 0.11789 -0.92548  0.042
H 2.69719 -1.24094 -2.82090  0.273
H -0.64255 0.88867 -3.92001  0.343
H 2.40322 0.53008 0.34256  0.286
H -3.07034 0.12696 -3.79633  0.351
H -2.60981 -1.37729 -2.99371  0.263
H 3.34502 0.64224 -1.63885  0.405
H 4.61191 0.95729 -1.10693  0.264
H -1.58585 -1.52651 0.57855  0.125
H 1.45314 2.76740 -2.25726  0.293
H -1.86617 1.75641 0.04400  0.165
H 0.76442 -2.18878 1.51981  0.308

Computed properties:
**2S+1**: 1
**LUMO**: 0.039 eV
**Charge**: 0

y | Formula: C5H35NO13
Source: the Open Molecules 2025 dataset
Level of theory: ωB97M-V with the def2-TZVPD basis set

Each line ends with the Mulliken charge.
Element x y z (Å)
O -0.72211 -1.96824 -3.79264  -0.680
O 0.27059 0.00908 3.42193  -0.654
O -3.08626 0.48330 -0.66609  -0.619
O -2.08700 1.31402 2.77885  -0.760
O -3.22414 -3.19822 -0.15180  -0.627
O -3.23797 -0.88307 -2.90072  -0.681
O -3.66740 -0.85845 2.21402  -0.676
O -0.01365 1.41267 0.99495  -0.129
O -0.37009 -0.78201 -0.81061  0.182
O 2.90168 -0.53622 2.18770  -0.679
O -1.24063 -1.83819 1.50605  -0.693
O -1.03041 2.46785 -1.36533  -0.578
O 0.35338 4.01250 0.43620  -0.595
N 2.98239 0.51366 0.17586  0.326
C 3.12289 -0.25343 -2.25063  -1.403
C 2.54155 -1.88284 0.20762  -1.019
C 2.45727 0.55403 -1.20250  0.305
C 3.65826 1.64944 0.84453  -1.136
C 2.86587 -0.64366 0.98122  0.789
H -1.28042 1.51880 -1.33502  0.205
H -2.58804 0.19643 0.11096  0.159
H -0.69255 -1.24255 -0.01351  0.239
H -0.31913 -1.69515 1.74936  0.167
H -0.00793 -2.17701 -3.17125  0.309
H 2.18623 -2.67002 0.91690  0.340
H -1.97054 2.70974 -1.33424  0.353
H -1.08060 -0.98296 -1.43635  -0.096
H 3.65587 2.62951 0.38160  0.300
H -3.38742 -1.78061 -3.23038  0.310
H 3.24072 1.62162 1.88215  0.258
H 0.66881 0.69406 2.86681  0.220
H 2.66222 1.63249 -1.43127  0.382
H -1.27891 -1.28416 -3.40923  0.353
H -2.98197 -2.69437 0.63586  0.333
H -1.25723 1.22617 3.24162  0.347
H -1.87172 1.66084 1.89655  0.391
H -1.86240 -1.66602 2.21113  0.361
H -2.67428 -3.89288 -0.50483  0.284
H 0.90926 -0.46429 3.95931  0.286
H -4.54698 -0.49789 2.08234  0.278
H -3.36921 -0.37372 -1.03955  0.421
H 4.69102 1.38858 0.66361  0.435
H 1.01149 4.06999 1.13968  0.289
H 2.98949 -1.32045 -2.33485  0.266
H 1.84934 -1.81853 -0.62584  0.015
H -0.53026 0.89467 0.36526  -0.109
H 2.81664 0.31613 -3.16851  0.400
H 0.45312 4.75675 -0.15983  0.249
H -3.05704 -0.14961 2.52083  0.373
H 0.11422 2.29035 0.53801  0.454
H 3.49233 -2.31518 -0.10511  0.380
H -4.03705 -0.42367 -2.63517  0.304
H 4.21231 -0.14052 -2.45917  0.342
H 1.36636 0.41130 -1.37641  -0.273

Computed properties:
**2S+1**: 1
**LUMO**: 0.245 eV
**Charge**: 0

Of them, the most stable is y and the least stable is w.

w | Formula: CH5NO3
Source: the Open Molecules 2025 dataset
Level of theory: ωB97M-V with the def2-TZVPD basis set

Each line ends with the Mulliken charge.
Element x y z (Å)
O 0.45735 2.34646 0.22018  -0.491
O -0.09818 -2.63796 0.73183  -0.626
O 1.28771 0.38351 -0.52219  -0.553
N -0.98526 0.79807 -0.44408  -0.346
C 0.33785 1.08430 -0.31286  0.640
H 1.37585 2.35629 0.50430  0.325
H 0.76690 -2.85812 1.08639  0.312
H -0.18074 -3.00572 -0.14579  0.308
H -1.65457 1.37477 0.02889  0.210
H -1.30690 0.15840 -1.14667  0.221

Computed properties:
**SMILES**: NC(=O)O.O
**2S+1**: 1
**LUMO**: 0.729 eV
**Charge**: 0

x | Formula: CH5NO3
Source: the Open Molecules 2025 dataset
Level of theory: ωB97M-V with the def2-TZVPD basis set

Each line ends with the Mulliken charge.
Element x y z (Å)
O 2.80127 -0.14945 -0.41453  -0.755
O -1.83434 1.44772 -0.22439  -0.403
O 0.57229 0.20424 0.14694  -0.545
N -1.64773 -0.79623 0.06597  -0.354
C -1.19958 0.46099 0.00202  0.544
H 3.13723 -0.00774 0.47902  0.260
H 0.10868 1.05736 0.56887  0.314
H 1.69193 0.32084 -0.43137  0.433
H -1.00465 -1.55162 -0.09937  0.254
H -2.62511 -0.98614 -0.09316  0.253

Computed properties:
**2S+1**: 1
**LUMO**: -0.314 eV
**Charge**: 0

Of them, the most stable is w and the least stable is x.